[1]
Formula: C33H46As3N6O4SV
Source: the Open Molecules 2025 dataset
Level of theory: ωB97M-V/def2-TZVPD

Each line ends with the Mulliken spin population.
Element x y z (Å)
As -3.58 1.05 -5.77  0.000
As 0.29 0.92 -1.71  -0.199
As -2.53 1.23 -0.22  -0.104
V -0.35 0.46 0.52  2.747
S 6.66 4.92 4.25  0.000
O -3.34 -6.09 -0.72  -0.001
O 7.00 4.47 2.91  0.000
O 6.65 6.38 4.43  0.000
O 7.19 4.07 5.32  0.000
N -1.19 -6.27 0.04  0.000
N -2.33 -4.22 0.02  -0.001
N 0.50 1.61 1.93  0.106
N 4.77 5.19 6.10  0.002
N -0.13 -1.43 1.00  -0.031
N 4.04 4.09 4.19  0.001
C 0.17 -5.87 0.02  0.000
C 0.22 -1.84 2.25  0.071
C 3.61 4.86 6.65  -0.001
C -1.17 -3.89 2.14  0.038
C 1.01 -6.38 1.03  -0.001
C -2.35 -5.57 -0.27  0.001
C 1.35 -0.55 -2.57  0.048
C -3.12 1.54 -2.13  0.040
C 4.99 4.70 4.87  -0.001
C -5.02 0.21 -4.67  0.000
C 2.57 2.57 2.61  0.006
C -2.74 2.37 -4.49  0.002
C -4.24 0.28 0.36  0.016
C -0.89 1.18 -3.28  0.049
C 2.89 3.82 4.69  0.002
C -2.08 2.10 -3.10  -0.019
C 1.61 2.41 -1.99  0.020
C -1.47 -3.47 0.83  -0.025
C -3.01 3.07 0.49  0.040
C 1.82 1.85 1.72  0.093
C 2.36 -6.05 1.04  0.000
C -0.36 -2.98 2.82  -0.015
C -1.64 3.51 -2.60  0.006
C 0.57 2.87 3.96  0.008
C 2.60 4.21 6.00  0.003
C 1.99 3.06 3.77  0.000
C 0.70 -5.09 -1.02  0.002
C 2.88 -5.21 0.04  0.000
C -2.20 -0.37 -5.97  -0.001
C 4.34 -4.79 0.05  0.000
C -1.05 -2.22 0.34  0.093
C 2.06 -4.83 -1.02  0.000
C -0.11 2.10 3.07  0.055
H -1.06 3.47 -1.68  0.004
H 1.68 4.06 6.53  0.000
H -3.08 2.99 1.55  -0.002
H -3.53 3.11 -4.29  -0.001
H 3.02 -6.44 1.83  0.000
H 4.90 -5.24 -0.79  0.000
H 2.50 -4.28 -1.86  0.000
H -2.28 -0.78 -7.00  0.000
H 0.82 -1.46 -2.39  -0.002
H -1.46 -4.87 2.50  0.000
H 3.53 5.24 7.68  0.000
H 1.42 -0.35 -3.64  -0.001
H 1.45 2.75 -3.03  -0.004
H -5.77 -0.22 -5.34  0.000
H 0.55 -7.09 1.71  0.000
H 2.29 1.37 0.83  -0.001
H -1.32 -7.27 -0.07  0.000
H -4.57 0.79 1.27  -0.003
H -4.00 2.18 -2.06  -0.002
H -1.02 3.95 -3.38  0.001
H -2.24 3.77 0.21  0.000
H 3.60 2.77 2.40  0.000
H -0.12 -3.17 3.85  0.000
H -0.24 1.43 -4.09  -0.003
H 4.46 -3.71 0.03  0.000
H 0.02 -4.80 -1.85  0.000
H -5.03 0.36 -0.42  -0.001
H -1.23 0.15 -3.47  0.005
H -2.53 4.14 -2.43  0.001
H 2.62 2.04 -1.94  0.002
H -2.33 -1.12 -5.19  0.000
H -2.01 2.94 -5.07  0.000
H -1.25 0.18 -5.86  0.001
H 4.80 -5.10 1.00  0.000
H 2.31 -0.58 -2.07  -0.001
H -3.44 0.53 -2.41  0.000
H -3.13 -3.76 -0.43  0.000
H -1.38 -1.92 -0.68  -0.033
H -3.98 3.32 0.03  -0.001
H -1.17 1.84 3.19  -0.001
H -4.08 -0.76 0.60  -0.005
H 1.49 3.20 -1.23  -0.005
H -4.58 -0.61 -4.09  0.000
H -5.49 0.96 -3.99  0.000
H 0.00 3.30 4.76  0.000
H 0.97 -1.28 2.85  0.004

Results
- net charge = +1
- DFT total energy (eV) = -271126.421
- molar mass (g mol⁻¹) = 898.55
- energy relative to the best compared isomer or geometry (same formula, charge and spin) (eV) = 0.000
- spin multiplicity = 4
- HOMO-LUMO gap (alpha / beta) (eV) = 4.5 / 4.3
- HOMO (alpha / beta) (hartree) = -0.32995 / -0.32996

***

[2]
Formula: CH38N3O16
Source: the Open Molecules 2025 dataset
Level of theory: ωB97M-V/def2-TZVPD

Each line ends with the Mulliken charge.
Element x y z (Å)
O -2.22 -2.47 2.02  -0.589
O -1.00 -2.26 -2.98  -0.420
O 2.99 2.10 -0.21  -0.513
O 0.57 -3.38 2.04  -0.591
O -0.44 -2.79 -0.32  -0.621
O 1.26 2.82 -2.15  -0.728
O -3.75 1.45 1.82  -0.611
O 1.89 -1.01 2.52  -0.567
O -2.63 0.44 -2.77  -0.719
O -1.17 0.11 -0.49  0.211
O -3.75 -0.10 -0.40  -0.692
O 2.71 -0.04 -2.83  -0.711
O 3.92 0.52 2.64  -0.741
O 1.81 -2.22 -1.90  -0.733
O -1.09 2.32 -2.93  -0.754
O 1.29 2.10 3.40  -0.567
N -0.32 2.02 0.60  -0.332
N 1.00 0.03 0.13  0.374
N -0.73 0.10 1.84  0.092
C -0.42 0.61 0.54  -0.232
H -1.44 -0.77 -0.74  0.159
H -2.74 -3.24 1.62  0.295
H 2.06 -1.29 -1.89  0.341
H 3.46 2.83 0.25  0.310
H -3.58 0.44 0.28  0.346
H 1.42 1.28 3.81  0.251
H -0.12 -3.88 2.28  0.244
H -0.60 -0.87 2.07  0.072
H 3.52 1.03 1.95  0.319
H 2.53 -2.46 -2.60  0.341
H 1.46 2.71 4.20  0.299
H 1.57 -1.92 2.75  0.238
H 0.14 -2.85 -1.07  0.161
H 0.34 -3.14 1.22  0.380
H 2.19 0.61 -3.29  0.290
H 0.97 3.80 -2.29  0.292
H -3.19 0.85 -3.36  0.292
H 3.38 0.75 3.48  0.317
H -0.78 0.62 2.69  0.191
H 2.50 2.51 -0.83  0.223
H -1.21 -3.45 -0.49  0.267
H -3.31 -0.90 -0.31  0.321
H 0.39 2.49 -2.51  0.407
H -1.65 1.59 -2.48  0.534
H -1.12 1.90 -3.72  0.231
H -1.07 2.52 0.92  0.204
H 2.78 -0.90 2.62  0.390
H 0.13 2.54 -0.21  0.119
H -3.01 0.19 -1.84  0.499
H 1.02 -1.01 -0.04  0.396
H -4.59 1.87 1.73  0.279
H -1.75 -2.30 -3.51  0.226
H 1.66 0.05 0.89  -0.265
H -2.95 -1.79 2.22  0.280
H -0.26 -2.19 -3.52  0.245
H 3.46 0.58 -2.48  0.343
H -3.01 1.87 1.94  0.256
H 1.39 0.52 -0.65  0.352

Results
- net charge = +1
- DFT total energy (eV) = -38876.659
- molar mass (g mol⁻¹) = 348.32
- energy relative to the best compared isomer or geometry (same formula, charge and spin) (eV) = 5.379
- HOMO-LUMO gap (eV) = 10.0
- HOMO (hartree) = -0.45870

***

[3]
Formula: C14H14FGdN
Source: the Open Molecules 2025 dataset
Level of theory: ωB97M-V/def2-TZVPD

Each line ends with the Mulliken spin population.
Element x y z (Å)
Gd 0.00 -0.64 -0.37  6.737
F -0.23 5.63 1.65  0.000
N 0.49 -1.29 1.37  0.047
C -0.20 4.34 1.24  -0.001
C -1.37 2.34 0.51  -0.022
C -2.02 -1.80 -0.65  0.012
C -0.99 -2.61 -1.21  -0.005
C -0.14 1.67 0.39  0.055
C 1.05 2.33 0.71  -0.020
C 1.02 3.66 1.14  0.001
C 1.52 -2.07 0.79  -0.061
C 1.97 -1.41 -0.48  0.131
C 1.92 -3.29 1.26  0.086
C -1.14 -0.69 -2.47  -0.018
C -1.39 3.67 0.93  0.002
C -2.11 -0.61 -1.44  0.035
C -0.44 -1.92 -2.33  0.016
H -0.93 0.08 -3.22  -0.002
H 0.38 -2.27 -2.95  0.000
H -2.34 4.19 1.01  0.000
H -2.29 1.84 0.27  0.002
H -0.63 -3.56 -0.80  0.003
H 0.11 -1.65 2.24  0.011
H -2.79 0.23 -1.26  0.004
H 2.57 -0.51 -0.28  -0.007
H -2.62 -2.03 0.23  0.000
H 1.48 -3.72 2.16  -0.003
H 2.74 -3.82 0.77  -0.004
H 1.99 1.81 0.62  0.002
H 1.94 4.17 1.38  0.001
H 2.44 -2.08 -1.21  0.000

Results
- net charge = -1
- DFT total energy (eV) = -39782.878
- molar mass (g mol⁻¹) = 372.52
- spin multiplicity = 8
- HOMO-LUMO gap (alpha / beta) (eV) = 6.6 / 6.3
- HOMO (alpha / beta) (hartree) = -0.13444 / -0.12504

***

[4]
Formula: C14H17NO3S
Source: the Open Molecules 2025 dataset
Level of theory: ωB97M-V/def2-TZVPD

Each line ends with the Mulliken charge.
Element x y z (Å)
S -1.32 -2.59 0.74  -0.236
O -0.99 -2.13 -1.66  -0.350
O -1.34 -0.12 1.97  -0.221
O -2.21 -0.70 -0.66  -0.326
N -2.57 -1.81 3.13  -0.616
C -1.76 -1.23 2.15  0.538
C -0.08 -0.09 -2.91  -0.951
C 4.70 1.27 -2.30  -1.251
C -0.90 -1.49 -2.84  -0.497
C -1.52 -1.51 -0.52  0.627
C -3.16 -0.26 5.00  -0.521
C -3.07 1.20 5.54  -0.485
C -1.79 0.32 3.15  0.455
C 3.68 0.12 -2.29  -0.924
C -2.32 2.04 4.76  -0.698
C 1.36 -0.68 -2.64  -0.497
C -2.68 -0.44 3.76  0.533
C 2.15 0.45 -2.58  -0.291
C -1.90 1.70 3.59  -0.490
H 1.60 -1.30 -1.73  0.318
H -0.44 0.40 -2.12  0.462
H -3.57 1.25 6.34  0.633
H -1.05 2.28 2.97  0.187
H 3.79 -0.33 -1.54  0.830
H 4.07 -0.62 -3.18  0.247
H -2.38 2.93 5.10  0.553
H 4.70 1.90 -3.33  0.222
H 2.14 0.96 -3.68  0.172
H 1.58 -1.52 -3.51  0.192
H -0.50 -2.32 -3.51  0.371
H -2.12 -1.15 -3.12  0.203
H 4.26 1.83 -1.61  0.359
H 2.03 1.17 -1.82  0.287
H -4.12 -0.91 5.35  0.249
H -0.08 0.27 -3.84  0.547
H 5.78 1.14 -2.18  0.368

Results
- DFT total energy (eV) = -33249.411
- molar mass (g mol⁻¹) = 279.36
- energy relative to the best compared isomer or geometry (same formula, charge and spin) (eV) = 13.882
- HOMO-LUMO gap (eV) = 9.4
- HOMO (hartree) = -0.33760

***

[5]
Formula: C6H13NO
Source: the Open Molecules 2025 dataset
Level of theory: ωB97M-V/def2-TZVPD

Each line ends with the Mulliken charge.
Element x y z (Å)
O 2.21 -0.84 0.22  -0.544
N 1.12 1.92 -0.32  -0.410
C -0.19 -1.51 0.63  -0.229
C -0.83 0.84 -1.35  -0.289
C -1.83 1.68 -0.63  -1.268
C 0.40 -2.04 1.94  -1.252
C 1.12 -0.97 -0.31  0.158
C 0.53 1.03 -1.23  -0.150
H -1.19 0.29 -2.21  0.400
H -2.06 2.57 -1.22  0.335
H -2.77 1.15 -0.47  0.339
H 0.59 2.16 0.51  0.164
H 2.12 2.01 -0.41  0.237
H 1.01 -1.62 -1.19  0.294
H 1.01 -1.26 2.40  0.308
H -1.47 2.01 0.34  0.331
H 1.06 -2.89 1.78  0.324
H -0.69 -2.31 0.09  0.347
H 1.14 0.79 -2.09  0.362
H -0.39 -2.31 2.64  0.368
H -0.89 -0.71 0.87  0.173

Results
- DFT total energy (eV) = -9967.820
- molar mass (g mol⁻¹) = 115.18
- SMILES string = C/C=C\N.CCC=O
- energy relative to the best compared isomer or geometry (same formula, charge and spin) (eV) = 3.355
- HOMO-LUMO gap (eV) = 8.7
- HOMO (hartree) = -0.29800

***

[6]
Formula: C27H35BrNO5STl
Source: the Open Molecules 2025 dataset
Level of theory: ωB97M-V/def2-TZVPD

Each line ends with the Mulliken charge.
Element x y z (Å)
Tl 0.63 0.73 1.00  0.887
Br 0.07 7.80 3.18  -0.165
S -2.75 0.76 1.11  0.983
O -3.27 1.90 0.33  -0.715
O 2.24 -0.64 -1.11  0.405
O 1.90 2.06 -1.58  -0.155
O 3.66 0.92 0.53  -0.383
O -0.33 0.27 -1.55  0.127
N -0.47 3.67 1.08  0.090
C -3.15 -3.08 -0.20  -0.871
C -1.17 3.99 2.16  -0.017
C 1.66 -3.11 3.46  -0.732
C -0.14 1.26 -2.55  -0.918
C 3.86 2.12 -0.20  -0.866
C 0.63 -1.82 1.62  0.467
C 0.23 -3.06 1.11  -0.555
C -3.58 -1.62 -2.04  -0.692
C 1.36 -1.91 2.82  -0.346
C 3.42 -1.25 -0.65  -0.582
C -3.40 -0.52 -1.22  -0.450
C 1.43 -1.53 -1.85  -1.323
C -0.04 -1.07 -1.91  1.354
C 0.51 -4.28 1.72  -0.950
C -3.63 -4.10 -2.46  -1.634
C 3.31 2.10 -1.62  -0.399
C 0.38 4.58 0.61  -0.065
C -3.45 -2.91 -1.55  1.095
C 4.34 -0.23 0.05  -0.826
C -2.95 -1.99 0.63  -0.590
C 0.59 5.82 1.20  -0.806
C -4.03 0.41 2.38  -1.170
C -1.05 5.20 2.83  -0.674
C -3.09 -0.71 0.12  0.563
C 1.32 1.64 -2.79  -0.660
C -0.15 6.12 2.33  0.282
C 1.24 -4.31 2.90  -0.460
H 0.16 -5.21 1.27  0.387
H 1.85 -1.61 -2.86  0.430
H 1.87 0.78 -3.19  0.245
H -1.66 5.42 3.69  0.426
H 5.15 0.07 -0.61  0.367
H 0.92 4.30 -0.29  0.351
H -5.00 0.37 1.89  0.366
H 3.97 -1.68 -1.51  0.329
H -3.05 -4.08 0.21  0.275
H -3.09 -3.95 -3.39  0.367
H 1.35 2.44 -3.54  0.482
H 3.33 2.88 0.37  0.276
H -3.27 -5.01 -1.99  0.368
H -3.80 -0.53 2.87  0.343
H -0.69 2.13 -2.19  0.344
H -0.35 -3.10 0.19  0.370
H 1.31 6.52 0.80  0.417
H 3.69 1.22 -2.15  0.234
H 1.45 -2.52 -1.38  0.482
H 4.78 -0.71 0.93  0.412
H -0.62 -1.65 -1.19  -1.677
H -4.68 -4.24 -2.71  0.349
H -2.67 -2.14 1.66  0.126
H -4.01 1.23 3.10  0.372
H 1.70 -0.99 3.30  0.273
H 2.22 -3.12 4.39  0.373
H -3.81 -1.47 -3.09  0.418
H -0.57 0.92 -3.50  0.418
H -1.86 3.24 2.51  0.132
H 3.65 2.99 -2.16  0.497
H -3.49 0.49 -1.59  0.531
H -0.42 -1.28 -2.91  0.543
H 4.93 2.35 -0.24  0.430
H 1.47 -5.25 3.38  0.361
H 3.17 -2.07 0.03  0.331

Results
- DFT total energy (eV) = -125861.700
- molar mass (g mol⁻¹) = 769.93
- energy relative to the best compared isomer or geometry (same formula, charge and spin) (eV) = 0.305
- HOMO-LUMO gap (eV) = 6.9
- HOMO (hartree) = -0.23390

***

Q: Among the records above, which one has the highest molar mass?
A: C33H46As3N6O4SV

***

Repeat the second record exactly.
Formula: CH38N3O16
Source: the Open Molecules 2025 dataset
Level of theory: ωB97M-V/def2-TZVPD

Each line ends with the Mulliken charge.
Element x y z (Å)
O -2.22 -2.47 2.02  -0.589
O -1.00 -2.26 -2.98  -0.420
O 2.99 2.10 -0.21  -0.513
O 0.57 -3.38 2.04  -0.591
O -0.44 -2.79 -0.32  -0.621
O 1.26 2.82 -2.15  -0.728
O -3.75 1.45 1.82  -0.611
O 1.89 -1.01 2.52  -0.567
O -2.63 0.44 -2.77  -0.719
O -1.17 0.11 -0.49  0.211
O -3.75 -0.10 -0.40  -0.692
O 2.71 -0.04 -2.83  -0.711
O 3.92 0.52 2.64  -0.741
O 1.81 -2.22 -1.90  -0.733
O -1.09 2.32 -2.93  -0.754
O 1.29 2.10 3.40  -0.567
N -0.32 2.02 0.60  -0.332
N 1.00 0.03 0.13  0.374
N -0.73 0.10 1.84  0.092
C -0.42 0.61 0.54  -0.232
H -1.44 -0.77 -0.74  0.159
H -2.74 -3.24 1.62  0.295
H 2.06 -1.29 -1.89  0.341
H 3.46 2.83 0.25  0.310
H -3.58 0.44 0.28  0.346
H 1.42 1.28 3.81  0.251
H -0.12 -3.88 2.28  0.244
H -0.60 -0.87 2.07  0.072
H 3.52 1.03 1.95  0.319
H 2.53 -2.46 -2.60  0.341
H 1.46 2.71 4.20  0.299
H 1.57 -1.92 2.75  0.238
H 0.14 -2.85 -1.07  0.161
H 0.34 -3.14 1.22  0.380
H 2.19 0.61 -3.29  0.290
H 0.97 3.80 -2.29  0.292
H -3.19 0.85 -3.36  0.292
H 3.38 0.75 3.48  0.317
H -0.78 0.62 2.69  0.191
H 2.50 2.51 -0.83  0.223
H -1.21 -3.45 -0.49  0.267
H -3.31 -0.90 -0.31  0.321
H 0.39 2.49 -2.51  0.407
H -1.65 1.59 -2.48  0.534
H -1.12 1.90 -3.72  0.231
H -1.07 2.52 0.92  0.204
H 2.78 -0.90 2.62  0.390
H 0.13 2.54 -0.21  0.119
H -3.01 0.19 -1.84  0.499
H 1.02 -1.01 -0.04  0.396
H -4.59 1.87 1.73  0.279
H -1.75 -2.30 -3.51  0.226
H 1.66 0.05 0.89  -0.265
H -2.95 -1.79 2.22  0.280
H -0.26 -2.19 -3.52  0.245
H 3.46 0.58 -2.48  0.343
H -3.01 1.87 1.94  0.256
H 1.39 0.52 -0.65  0.352

Results
- net charge = +1
- DFT total energy (eV) = -38876.659
- molar mass (g mol⁻¹) = 348.32
- energy relative to the best compared isomer or geometry (same formula, charge and spin) (eV) = 5.379
- HOMO-LUMO gap (eV) = 10.0
- HOMO (hartree) = -0.45870

***

Q: What is the DFT total energy in the third record?
A: -39782.878 eV